This record from OMol25 describes C13H31Cl2N2PReS as an isolated structure at a distorted geometry. The level of theory is ωB97M-V with the def2-TZVPD basis set.

Values from the calculation:
Multiplicity = 4
Frontier orbital gap (spin up / spin down) = 6.430 / 7.330 eV
Calculated total energy = -64261.0026 eV

CARTESIAN COORDINATES (ANGSTROEM)
1 Re -1.188 -1.471 0.519
2 Cl -0.216 -0.687 -1.359
3 Cl -1.333 -0.111 2.245
4 H 0.082 -2.518 0.338
5 H -2.608 -0.883 -0.123
6 P 1.945 1.381 -0.212
7 C 1.706 2.632 -1.646
8 C 2.848 2.600 0.865
9 C 3.545 0.690 -1.014
10 C 0.250 3.069 -1.721
11 H 1.939 1.995 -2.516
12 C 2.577 3.884 -1.751
13 H 2.405 4.595 -0.940
14 H 2.303 4.408 -2.675
15 H 3.653 3.724 -1.821
16 H -0.430 2.212 -1.688
17 H 0.125 3.595 -2.680
18 H 0.001 3.772 -0.916
19 H 3.171 0.449 -2.021
20 C 3.971 -0.593 -0.317
21 C 4.763 1.595 -1.182
22 H 4.650 2.359 -1.956
23 H 5.621 0.988 -1.504
24 H 5.092 2.084 -0.259
25 H 3.131 -1.293 -0.227
26 H 4.394 -0.390 0.675
27 H 4.759 -1.051 -0.938
28 C 1.938 3.672 1.448
29 H 3.507 3.102 0.157
30 C 3.749 1.980 1.923
31 H 1.544 4.369 0.701
32 H 2.547 4.248 2.157
33 H 1.094 3.239 2.004
34 H 3.237 1.200 2.504
35 H 4.021 2.786 2.615
36 H 4.678 1.566 1.517
37 S -2.259 -3.373 0.751
38 C -4.098 -3.796 0.760
39 N -4.443 -4.914 0.130
40 C -5.836 -5.415 0.017
41 C -6.786 -4.269 0.197
42 C -6.457 -3.496 1.447
43 N -5.023 -3.106 1.440
44 H -3.670 -5.469 -0.231
45 H -6.011 -6.194 0.769
46 H -5.941 -5.854 -0.975
47 H -7.805 -4.653 0.274
48 H -6.745 -3.602 -0.668
49 H -6.673 -4.117 2.335
50 H -7.051 -2.574 1.505
51 H -4.672 -2.365 2.048

---

This record from OMol25 describes C13H32B2Cl2InO7 as an isolated structure at a distorted geometry. The level of theory is ωB97M-V with the def2-TZVPD basis set.

Values from the calculation:
Frontier orbital gap = 6.335 eV
Charge = -1
Calculated total energy = -59900.3504 eV

CARTESIAN COORDINATES (ANGSTROEM)
1 C 1.136 0.057 5.626
2 O 2.021 0.958 4.858
3 B 1.265 2.070 4.236
4 O 1.911 2.722 3.053
5 In -0.731 2.835 4.996
6 B -0.608 5.116 5.333
7 C 0.019 5.650 6.756
8 O -1.119 5.946 4.224
9 C -2.482 2.511 3.595
10 Cl -2.283 2.497 1.729
11 C -3.876 2.325 4.167
12 C -4.222 2.301 5.773
13 Cl -5.352 2.081 3.013
14 H 1.800 -0.892 5.909
15 H 0.265 -0.291 4.890
16 H 0.712 0.584 6.604
17 H 2.833 2.958 3.387
18 H -1.094 2.047 6.579
19 H 0.490 4.738 7.347
20 H 0.910 6.380 6.480
21 H -0.770 6.187 7.440
22 H -1.813 5.377 3.738
23 H -3.375 2.744 6.458
24 H -5.213 2.896 6.056
25 H -4.345 1.173 6.077
26 C 1.359 -0.114 -3.884
27 O 0.477 0.945 -3.526
28 C -0.739 0.462 -2.945
29 C -0.736 0.644 -1.425
30 O 0.218 -0.223 -0.802
31 C 1.396 0.470 -0.405
32 H 2.324 0.322 -4.159
33 H 1.515 -0.808 -3.054
34 H 0.960 -0.652 -4.749
35 H -0.916 -0.585 -3.216
36 H -1.551 1.062 -3.369
37 H -1.720 0.364 -1.036
38 H -0.552 1.691 -1.154
39 H 1.175 1.121 0.446
40 H 1.811 1.061 -1.226
41 H 2.141 -0.268 -0.097
42 C 1.646 -5.986 -7.337
43 O 0.771 -6.194 -6.234
44 C 1.384 -5.856 -4.986
45 C 0.876 -4.508 -4.468
46 O 1.339 -3.430 -5.290
47 C 0.319 -2.939 -6.154
48 H 1.069 -6.098 -8.259
49 H 2.085 -4.984 -7.321
50 H 2.440 -6.739 -7.328
51 H 2.477 -5.859 -5.070
52 H 1.099 -6.636 -4.272
53 H 1.287 -4.339 -3.466
54 H -0.217 -4.502 -4.389
55 H -0.432 -2.399 -5.571
56 H -0.157 -3.746 -6.715
57 H 0.777 -2.244 -6.863

---

This record from OMol25 describes C13H32B2F6IInN7O2P as an isolated structure. The level of theory is ωB97M-V with the def2-TZVPD basis set.

Values from the calculation:
Frontier orbital gap = 8.539 eV
Charge = +2
Energy above the lowest of the compared OMol25 structures with the same formula, charge and spin = 4.8 kcal per mole
Calculated total energy = -68747.2577 eV

CARTESIAN COORDINATES (ANGSTROEM)
1 In -0.172 0.151 0.396
2 N -0.762 1.509 2.301
3 C -0.508 0.864 3.591
4 C -1.086 -0.539 3.544
5 N -0.539 -1.323 2.420
6 C -1.454 -2.427 2.046
7 C -1.543 -2.689 0.545
8 N -1.732 -1.428 -0.180
9 C 0.811 -1.804 2.760
10 C 1.562 -2.317 1.545
11 N 1.540 -1.314 0.458
12 H -0.160 2.315 2.161
13 H -1.722 1.830 2.218
14 H -0.953 1.404 4.429
15 H 0.570 0.850 3.749
16 H -2.165 -0.457 3.403
17 H -0.924 -1.052 4.498
18 H -2.452 -2.161 2.395
19 H -1.179 -3.351 2.565
20 H -2.363 -3.389 0.370
21 H -0.642 -3.160 0.155
22 H -2.665 -1.019 -0.069
23 H -1.592 -1.558 -1.179
24 H 0.761 -2.591 3.521
25 H 1.368 -0.968 3.187
26 H 1.121 -3.241 1.182
27 H 2.588 -2.550 1.829
28 H 1.531 -1.763 -0.455
29 H 2.387 -0.750 0.456
30 F 0.780 0.681 -3.469
31 B 1.282 -0.446 -2.804
32 F 2.048 -1.246 -3.584
33 F 0.222 -1.160 -2.178
34 F 2.072 0.072 -1.700
35 N 2.879 2.438 -2.230
36 C 2.982 3.195 -0.945
37 P 3.215 2.042 0.489
38 O 4.190 0.996 0.024
39 O 1.924 1.690 1.153
40 C 4.258 3.027 1.690
41 N 5.627 2.396 1.653
42 H 3.474 1.600 -2.200
43 H 3.135 3.014 -3.031
44 H 1.923 2.083 -2.387
45 H 2.095 3.814 -0.840
46 H 3.861 3.836 -1.012
47 H 3.846 2.922 2.690
48 H 4.338 4.087 1.459
49 H 6.351 3.027 1.313
50 H 5.509 1.586 0.980
51 H 5.924 2.048 2.563
52 I -2.420 1.032 -2.749
53 C -4.073 1.288 -1.471
54 C -5.062 2.190 -1.824
55 C -6.137 2.329 -0.959
56 C -6.170 1.574 0.202
57 C -5.122 0.706 0.454
58 N -4.078 0.559 -0.369
59 H -4.996 2.758 -2.740
60 H -6.937 3.017 -1.195
61 H -6.993 1.648 0.899
62 H -5.117 0.093 1.348
63 F 0.168 2.669 -1.583
64 B -0.697 1.995 -0.794
65 F -1.583 2.807 -0.188

---

This record from OMol25 describes a single C13H32BNO5P2 molecule. The level of theory is ωB97M-V with the def2-TZVPD basis set.

Values from the calculation:
Structure (SMILES) = CCCNCO[C@H]([C@H](OCCB(O)O)P(C)O)P(CC)CC
Frontier orbital gap = 8.352 eV
Energy above the lowest of the compared OMol25 structures with the same formula, charge and spin = 4.5 kcal per mole
Calculated total energy = -44982.5299 eV

CARTESIAN COORDINATES (ANGSTROEM)
1 C -1.786 -2.758 1.826
2 C -2.050 -1.518 2.700
3 C -2.991 -0.486 2.035
4 N -2.309 0.779 1.723
5 C -2.350 1.254 0.355
6 O -1.060 1.391 -0.203
7 C -0.328 0.180 -0.319
8 C 1.112 0.513 0.035
9 O 1.660 1.327 -0.984
10 C 2.673 2.208 -0.533
11 C 2.162 3.663 -0.496
12 B 2.560 4.381 0.845
13 O 1.656 5.180 1.527
14 O 3.865 4.268 1.332
15 P 2.086 -1.015 0.532
16 C 3.685 -0.729 -0.285
17 O 2.520 -0.591 2.081
18 P -0.571 -0.426 -2.089
19 C -2.184 -1.339 -2.027
20 C -3.185 -0.766 -3.045
21 C 0.602 -1.824 -2.375
22 C 0.389 -3.108 -1.541
23 H -2.468 -3.567 2.079
24 H -1.912 -2.529 0.768
25 H -0.767 -3.124 1.948
26 H -2.510 -1.856 3.626
27 H -1.115 -1.004 2.910
28 H -3.839 -0.288 2.691
29 H -3.389 -0.927 1.120
30 H -2.660 1.505 2.326
31 H -2.778 2.254 0.308
32 H -2.973 0.607 -0.268
33 H -0.655 -0.558 0.421
34 H 1.038 1.103 0.960
35 H 3.539 2.117 -1.188
36 H 3.021 1.890 0.455
37 H 2.679 4.215 -1.287
38 H 1.092 3.695 -0.672
39 H 1.504 4.848 2.411
40 H 3.956 3.514 1.915
41 H 4.210 -1.665 -0.442
42 H 3.495 -0.271 -1.256
43 H 4.293 -0.027 0.284
44 H 1.936 -1.039 2.693
45 H -2.616 -1.332 -1.027
46 H -2.018 -2.391 -2.260
47 H -2.976 -1.178 -4.030
48 H -3.107 0.317 -3.102
49 H -4.203 -1.051 -2.781
50 H 0.470 -2.080 -3.425
51 H 1.612 -1.442 -2.235
52 H 1.331 -3.622 -1.360
53 H -0.255 -3.799 -2.085
54 H -0.092 -2.897 -0.589